Record 1
Computed, not measured: C6H10S as an isolated structure, with ωB97M-V/def2-TZVPD.

Cartesian coordinates (Å):
H1 -0.580 0.940 -1.856
H2 2.261 -1.452 -0.612
C1 -0.235 -1.385 0.812
C2 1.184 0.484 -0.803
H3 0.223 -2.189 0.316
H4 -2.214 0.609 1.478
C3 -1.434 0.828 0.760
H5 -0.520 1.104 1.318
H6 0.993 0.610 1.689
H7 -1.854 1.551 -0.002
H8 -0.108 -0.719 -2.123
H9 1.259 1.608 -0.487
S1 1.841 -0.460 1.536
H10 -1.751 -0.828 -0.392
C4 -0.890 -0.391 -0.001
C5 -0.144 0.123 -1.367
C6 1.968 -0.435 -0.265

Force components x, y, z for each atom (eV/Å):
H -1.08 1.21 -0.45
H -0.83 0.83 0.06
C -1.04 0.46 2.09
C -0.85 3.09 -1.34
H 0.95 -0.99 -0.91
H -0.03 -0.37 0.10
C 0.76 0.22 -0.80
H -1.04 1.24 -0.18
H 0.90 -0.56 -0.13
H 0.86 -0.27 1.17
H -0.03 0.58 1.02
H -0.30 -2.27 0.20
S -0.71 0.04 -0.83
H -1.54 -1.76 -0.64
C 0.73 1.74 -0.46
C 1.96 -2.04 -0.42
C 1.29 -1.14 1.53

E_HOMO	-7.45	eV
HOMO-LUMO gap	7.667	eV
charge	0
ΔE to the lowest compared entry with this formula, charge and spin	164.53	kcal per mole
LUMO energy	0.22	eV
molecular weight	114.2	g/mol

Here are the Löwdin charges for atoms 1 to 5, given in e: H 0.071; H 0.078; C -0.053; C -0.295; H -0.014


Record 2
Computed, not measured: C19H20NO5Pd as an isolated structure, with ωB97M-V/def2-TZVPD.

Cartesian coordinates (Å):
H1 2.271 -1.772 -1.025
C1 2.088 1.202 0.761
C2 1.096 3.526 0.310
H2 -4.074 -2.707 -1.296
C3 -2.023 -1.757 2.026
C4 -0.725 -2.696 -0.694
C5 -3.009 -2.771 -1.492
H3 -3.457 -4.660 0.791
H4 -2.665 -1.697 2.910
H5 1.232 -3.344 -3.427
C6 -2.916 -4.033 1.502
O1 0.152 -2.571 0.269
C7 2.109 -1.935 -2.091
O2 1.735 -0.026 0.805
C8 -1.027 3.640 -0.809
H6 -1.844 -0.738 1.678
H7 2.774 -4.564 -1.939
C9 -2.729 -2.605 0.970
C10 -2.565 -2.908 -2.794
C11 -2.132 -2.668 -0.425
O3 3.151 1.685 1.131
Pd1 -0.073 -0.554 -0.232
H8 3.083 -2.105 -2.559
C12 -0.267 -2.910 -2.044
H9 -1.871 4.170 -1.226
H10 -1.941 -4.492 1.684
C13 1.030 2.148 0.206
O4 -3.081 2.072 -2.018
H11 1.689 -1.019 -2.512
H12 1.716 -4.243 -0.558
H13 1.962 3.964 0.785
H14 -3.722 -2.166 0.832
C14 1.199 -3.138 -2.351
H15 -3.277 -2.950 -3.608
C15 -1.201 -2.988 -3.056
C16 -2.156 1.437 -1.508
O5 -2.007 0.190 -1.395
H16 0.065 5.356 -0.125
H17 -3.468 -4.023 2.445
H18 -1.065 -2.181 2.316
H19 1.150 -5.267 -1.888
H20 -0.859 -3.127 -4.077
C17 0.047 4.276 -0.203
N1 -0.008 1.560 -0.382
C18 -1.023 2.256 -0.884
C19 1.739 -4.382 -1.638

Force components x, y, z for each atom (eV/Å):
H -0.02 -0.03 0.00
C 0.06 0.55 0.03
C 0.03 -0.07 -0.05
H -0.01 0.00 0.00
C -0.01 0.06 0.01
C -1.13 -1.47 -1.13
C -0.02 0.05 -0.20
H -0.01 0.03 -0.02
H 0.02 0.01 0.01
H 0.03 0.03 0.00
C 0.05 0.02 0.06
O -0.04 1.61 -0.15
C 0.05 0.02 0.00
O -0.61 -0.60 -0.40
C 0.11 0.00 0.02
H -0.05 0.02 -0.04
H 0.01 -0.01 0.00
C -0.05 -0.11 -0.03
C 0.00 -0.02 -0.02
C 0.61 0.08 -0.03
O -0.14 -0.21 0.02
Pd 2.15 1.15 1.76
H 0.01 0.01 0.02
C -0.16 0.08 0.59
H -0.01 -0.01 0.00
H 0.00 0.00 -0.02
C 0.09 -0.06 0.00
O 0.07 0.03 -0.02
H -0.01 -0.01 -0.04
H -0.01 0.03 0.01
H 0.00 0.00 0.01
H -0.01 -0.05 0.00
C -0.04 -0.02 -0.04
H 0.00 0.00 -0.01
C -0.19 -0.04 -0.06
C -0.14 -0.10 0.09
O -0.18 -0.14 -0.08
H 0.01 0.00 -0.01
H 0.01 -0.01 0.02
H 0.01 -0.03 -0.01
H -0.01 0.02 0.00
H 0.01 0.00 -0.01
C -0.05 0.03 -0.02
N -0.49 -0.86 -0.22
C 0.04 0.08 -0.06
C 0.04 -0.02 -0.04

E_HOMO (spin up / spin down)	-4.62 / -4.61	eV
HOMO-LUMO gap (spin up / spin down)	6.530 / 6.933	eV
charge	-1
LUMO energy (spin up / spin down)	1.91 / 2.32	eV
molecular weight	448.8	g/mol

Here are the Löwdin charges for atoms 1 to 5, given in e: H 0.057; C -0.609; C 0.000; H 0.114; C -0.084


Record 3
Computed, not measured: one molecule with the formula C7H10N2O2S, with ωB97M-V/def2-TZVPD.

Cartesian coordinates (Å):
H1 2.968 1.550 -0.279
O1 3.078 -1.065 -0.975
C1 2.433 1.358 -1.151
H2 2.180 0.511 1.507
C2 -1.875 -0.254 -0.002
O2 -1.286 -2.350 -1.751
N1 0.369 0.728 0.294
C3 -0.788 0.472 0.202
H3 2.951 1.113 -2.042
H4 1.168 -0.949 1.561
C4 2.073 -0.555 1.379
H5 -3.661 0.787 -0.732
C5 -3.222 -0.137 -0.702
S1 1.943 -0.403 -0.452
C6 -3.101 -0.927 0.594
H6 -3.460 -0.534 1.624
N2 0.730 -1.460 -0.981
H7 -3.018 -1.943 0.601
H8 -3.421 -0.773 -1.655
C7 -0.416 -1.715 -1.306
H9 1.457 1.882 -1.134
H10 2.922 -1.168 1.592

Force components x, y, z for each atom (eV/Å):
H 1.47 1.08 1.03
O 2.39 -1.61 -0.91
C -3.71 -1.91 0.76
H -0.01 0.02 1.35
C -1.99 0.11 -0.86
O -0.58 -0.29 -0.51
N -0.58 1.77 0.19
C 0.04 -1.09 0.17
H 0.50 0.12 -0.62
H -2.99 -1.16 1.57
C 2.78 1.44 -2.91
H -1.18 2.10 0.23
C 1.48 -3.73 -0.86
S -2.26 0.61 -0.02
C 0.68 4.00 1.94
H 0.40 -0.39 -2.05
N 1.46 0.59 0.09
H -0.19 -2.72 -0.45
H 0.66 1.11 1.71
C 0.07 0.07 0.57
H 1.12 0.12 -0.58
H 0.46 -0.24 0.17

SMILES string	CS(C)(=O)(N=C=O)N=C=C1CC1
E_HOMO (spin up / spin down)	-7.93 / -7.93	eV
HOMO-LUMO gap (spin up / spin down)	7.955 / 7.955	eV
charge	0
ΔE to the lowest compared entry with this formula, charge and spin	188.59	kcal per mole
LUMO energy (spin up / spin down)	0.03 / 0.03	eV
molecular weight	186.2	g/mol

Here are the Löwdin charges for atoms 1 to 5, given in e: H 0.021; O -0.399; C -0.039; H 0.052; C -0.234